[1]
{"formula": "C11H14NS", "method": "ωB97M-V/def2-TZVPD", "total_charge": 1, "gap_ev": 8.337, "homo_ev": -12.89, "smiles": "C[C@H]1C=[N+](c2ccccc2)S[C@@H]1C", "elements": ["C", "C", "C", "N", "C", "C", "C", "C", "C", "C", "S", "C", "C", "H", "H", "H", "H", "H", "H", "H", "H", "H", "H", "H", "H", "H", "H"], "xyz": [[2.743, 1.280, -1.420], [2.148, 0.678, -0.126], [0.685, 0.911, 0.041], [-0.027, -0.144, -0.123], [-1.449, -0.136, -0.063], [-2.129, 1.043, 0.399], [-3.501, 1.031, 0.614], [-4.297, -0.030, 0.125], [-3.692, -1.103, -0.518], [-2.309, -1.169, -0.538], [0.728, -1.663, -0.229], [2.365, -0.887, 0.021], [2.809, -1.250, 1.460], [2.125, 1.102, -2.237], [3.532, 0.631, -1.609], [2.867, 2.291, -1.323], [2.669, 1.190, 0.726], [0.201, 1.853, 0.031], [-1.538, 1.733, 0.904], [-3.937, 1.781, 1.185], [-5.363, 0.054, -0.142], [-4.352, -1.917, -0.771], [-1.935, -1.985, -1.160], [3.058, -1.360, -0.828], [2.081, -1.736, 2.043], [2.908, -0.283, 1.973], [3.609, -1.916, 1.567]]}

***

[2]
{"formula": "C11H15BF2S", "method": "ωB97M-V/def2-TZVPD", "total_charge": 0, "gap_ev": 9.456, "homo_ev": -8.84, "smiles": "CB(C)[C@H](CC(F)F)Sc1ccccc1", "elements": ["C", "B", "C", "C", "C", "C", "F", "F", "S", "C", "C", "C", "C", "C", "C", "H", "H", "H", "H", "H", "H", "H", "H", "H", "H", "H", "H", "H", "H", "H"], "xyz": [[-0.734, -2.098, 0.850], [-1.330, -1.349, -0.376], [-2.449, -1.964, -1.329], [-0.884, 0.239, -0.467], [-2.039, 1.297, -0.708], [-2.852, 1.499, 0.561], [-3.814, 2.568, 0.388], [-2.060, 1.912, 1.596], [0.391, 0.246, -1.792], [1.736, 0.908, -0.757], [1.804, 2.240, -0.519], [2.784, 2.682, 0.359], [3.702, 1.816, 0.948], [3.568, 0.420, 0.684], [2.586, -0.033, -0.198], [0.404, -2.057, 0.787], [-1.162, -3.180, 0.843], [-1.011, -1.633, 1.687], [-2.812, -1.213, -2.061], [-3.210, -2.139, -0.654], [-2.297, -2.973, -1.910], [-0.374, 0.722, 0.321], [-2.858, 1.176, -1.424], [-1.496, 2.300, -0.840], [-3.306, 0.537, 0.940], [1.044, 2.963, -0.765], [2.907, 3.699, 0.628], [4.479, 2.213, 1.579], [4.239, -0.282, 1.228], [2.545, -1.078, -0.649]]}

***

[3]
{"formula": "C11H15BF9N3O6TeW", "method": "ωB97M-V/def2-TZVPD", "total_charge": 2, "gap_ev": 6.664, "homo_ev": -15.62, "elements": ["W", "O", "C", "C", "N", "C", "C", "O", "O", "C", "C", "O", "O", "H", "H", "H", "H", "H", "H", "H", "H", "H", "F", "Te", "F", "F", "F", "F", "O", "N", "C", "C", "C", "N", "C", "C", "H", "H", "H", "H", "H", "H", "F", "B", "F", "F", "F"], "xyz": [[0.531, 0.068, -0.145], [0.263, -1.621, 1.511], [0.838, -1.332, 2.802], [2.190, -0.727, 2.553], [2.099, 0.422, 1.593], [1.643, 1.656, 2.261], [0.129, 1.590, 2.370], [-0.581, 1.998, 3.206], [-0.396, 0.888, 1.247], [3.392, 0.502, 0.857], [3.221, -0.273, -0.455], [3.809, -0.155, -1.454], [2.025, -1.076, -0.300], [0.553, -2.491, 1.199], [0.925, -2.245, 3.389], [0.137, -0.678, 3.316], [2.832, -1.480, 2.101], [2.665, -0.385, 3.474], [1.896, 2.525, 1.656], [2.065, 1.780, 3.258], [4.190, 0.048, 1.446], [3.674, 1.525, 0.625], [1.217, 2.228, -3.133], [-0.291, 1.209, -3.088], [-0.040, 0.649, -4.792], [-0.935, 1.428, -1.229], [-1.808, 0.151, -3.137], [-1.315, 2.650, -3.470], [0.628, -0.118, -2.121], [-4.470, -3.333, -1.605], [-3.405, -2.632, -1.245], [-2.106, -2.968, -1.706], [-1.045, -2.209, -1.342], [-1.154, -1.137, -0.501], [-2.397, -0.813, -0.043], [-3.507, -1.513, -0.381], [-4.398, -4.115, -2.235], [-5.394, -3.079, -1.293], [-1.949, -3.809, -2.367], [-0.057, -2.440, -1.717], [-2.464, 0.042, 0.613], [-4.464, -1.200, 0.012], [-0.012, 4.088, -1.468], [-0.035, 4.719, -0.309], [1.391, 1.680, -0.511], [0.065, 3.974, 0.789], [-0.151, 6.009, -0.229]]}

***

[4]
{"formula": "C11H15BN6O2Pt", "method": "ωB97M-V/def2-TZVPD", "spin_multiplicity": 3, "total_charge": 0, "gap_ev": [7.430, 7.506], "homo_ev": [-7.37, -8.94], "elements": ["H", "N", "B", "N", "C", "Pt", "H", "C", "H", "C", "H", "C", "H", "H", "H", "N", "N", "N", "N", "C", "C", "H", "H", "C", "C", "C", "C", "H", "H", "H", "H", "H", "O", "C", "O", "H"], "xyz": [[-1.767, 0.720, 1.719], [-1.310, -0.755, 0.214], [-1.474, -2.450, -1.641], [-2.126, -1.608, -0.498], [-3.407, -1.485, -0.064], [0.967, -0.597, -0.216], [-4.236, -2.009, -0.512], [-3.420, -0.541, 0.924], [-4.288, -0.198, 1.441], [-2.100, -0.081, 1.069], [-2.255, -3.179, -2.190], [2.470, 0.554, 0.158], [2.155, 1.310, 0.863], [2.860, 0.913, -0.774], [3.267, -0.087, 0.526], [-0.333, -3.160, -0.854], [-0.848, -1.381, -2.572], [0.496, -2.505, 0.018], [0.108, -0.537, -2.075], [-0.148, -4.470, -0.682], [-1.009, -1.083, -3.876], [-0.798, -5.124, -1.262], [-1.631, -1.715, -4.494], [0.878, -4.660, 0.259], [-0.217, 0.029, -4.175], [1.244, -3.406, 0.697], [0.457, 0.365, -3.014], [1.293, -5.602, 0.566], [-0.120, 0.520, -5.122], [1.957, -3.068, 1.459], [1.181, 1.139, -2.779], [1.628, -1.445, -1.459], [0.307, -0.108, 3.968], [0.583, 0.049, 2.767], [0.687, -0.918, 1.894], [0.753, 1.080, 2.391]]}

***

[5]
{"formula": "C11H15Br2N3O", "method": "ωB97M-V/def2-TZVPD", "total_charge": 0, "gap_ev": 1.645, "homo_ev": -5.15, "elements": ["C", "C", "Br", "C", "Br", "N", "C", "C", "C", "C", "N", "C", "C", "N", "H", "H", "H", "H", "H", "H", "H", "H", "H", "H", "C", "C", "O", "H", "H", "H", "H", "H"], "xyz": [[-1.107, 4.218, 0.211], [0.463, 4.688, 0.037], [0.854, 6.269, -1.151], [1.535, 3.911, 0.779], [3.480, 4.378, 0.590], [1.004, 2.746, 1.650], [0.792, 1.464, 0.888], [0.181, 0.162, 1.743], [-0.139, -1.308, 1.091], [0.526, -1.575, -0.383], [-0.193, -1.256, -1.526], [-0.133, 0.443, 3.362], [0.268, 1.993, 3.849], [0.817, 3.057, 2.962], [-1.235, 3.105, -0.195], [-1.314, 4.149, 1.373], [-1.880, 4.874, -0.372], [1.015, 1.388, -0.261], [0.134, -2.161, 1.867], [-1.316, -1.369, 0.959], [1.589, -2.060, -0.548], [-1.119, -0.838, -1.251], [-0.587, -0.368, 4.075], [0.104, 2.263, 5.001], [-0.703, -4.529, -3.753], [-0.219, -5.044, -2.386], [-0.714, -6.262, -2.235], [-1.798, -4.475, -3.807], [-0.318, -3.517, -3.926], [-0.348, -5.159, -4.578], [-0.513, -4.265, -1.664], [0.875, -4.921, -2.402]]}

***

[6]
{"formula": "C11H15Cl3N2O7P2S", "method": "ωB97M-V/def2-TZVPD", "total_charge": 0, "gap_ev": 8.090, "homo_ev": -9.08, "elements": ["C", "O", "C", "C", "C", "P", "O", "O", "O", "C", "C", "P", "O", "O", "O", "C", "N", "S", "N", "C", "C", "Cl", "H", "H", "H", "H", "H", "H", "H", "H", "H", "H", "H", "Cl", "C", "C", "Cl", "H", "H", "H", "H"], "xyz": [[-5.146, 0.285, 1.525], [-5.009, 0.408, 0.128], [-3.967, -0.382, -0.395], [-2.586, 0.239, -0.238], [-1.389, -0.622, -0.122], [-1.476, -2.431, -0.302], [-2.759, -3.002, -0.717], [-0.903, -3.012, 1.057], [-0.297, -2.782, -1.327], [-0.143, -0.108, 0.118], [1.131, -0.888, 0.339], [1.839, -0.661, 2.014], [2.186, -1.969, 2.605], [3.101, 0.298, 1.923], [0.757, 0.116, 2.893], [-0.013, 1.303, 0.176], [1.130, 1.963, 0.358], [0.756, 3.515, 0.318], [-0.821, 3.444, 0.064], [-1.133, 2.146, 0.011], [-2.420, 1.584, -0.197], [-3.689, 2.728, -0.419], [-5.554, 1.215, 1.916], [-5.827, -0.531, 1.778], [-4.184, 0.123, 2.019], [-4.189, -0.606, -1.436], [-3.966, -1.327, 0.132], [-1.492, -3.678, 1.432], [-0.243, -2.099, -2.007], [1.004, -1.962, 0.305], [1.900, -0.549, -0.354], [3.858, -0.272, 2.117], [0.315, -0.567, 3.418], [3.869, 2.265, -1.053], [5.225, 1.562, -1.972], [4.766, 0.532, -2.969], [4.135, -0.941, -2.183], [5.926, 1.138, -1.257], [5.715, 2.379, -2.500], [5.608, 0.223, -3.586], [3.983, 0.925, -3.612]]}

***

[7]
{"formula": "C11H15ClN4O4PS", "method": "ωB97M-V/def2-TZVPD", "total_charge": 1, "gap_ev": 8.716, "homo_ev": -11.95, "elements": ["O", "P", "Cl", "C", "C", "N", "C", "C", "C", "S", "C", "N", "N", "C", "O", "N", "H", "H", "H", "H", "H", "H", "H", "H", "H", "O", "C", "O", "C", "C", "C", "H", "H", "H", "H", "H", "H"], "xyz": [[4.188, 3.820, -0.366], [4.712, 3.449, -1.875], [3.283, 4.335, -3.084], [4.345, 1.633, -1.925], [5.113, 0.574, -2.215], [4.260, -0.532, -2.072], [3.060, -0.122, -1.733], [1.774, -0.878, -1.440], [1.249, -0.514, -0.019], [-0.560, -0.646, 0.155], [-1.153, 0.598, -0.937], [-2.183, 1.328, -0.729], [-2.362, 2.174, -1.775], [-1.428, 1.917, -2.621], [-0.621, 0.945, -2.146], [3.036, 1.203, -1.643], [4.935, 4.081, 0.191], [6.157, 0.607, -2.496], [4.524, -1.499, -2.201], [1.045, -0.704, -2.240], [2.004, -1.954, -1.456], [1.538, 0.484, 0.331], [1.675, -1.233, 0.693], [-1.283, 2.393, -3.581], [2.264, 1.802, -1.385], [-1.514, -1.878, 2.983], [-2.705, -2.013, 2.974], [-3.315, -3.205, 2.787], [-4.741, -3.018, 2.719], [-5.004, -1.700, 3.426], [-3.736, -0.913, 3.116], [-5.038, -2.993, 1.668], [-5.239, -3.855, 3.204], [-5.920, -1.211, 3.099], [-5.078, -1.865, 4.502], [-3.810, -0.374, 2.169], [-3.471, -0.233, 3.920]]}

***

Number 1: total energy -880.1720 hartree. Number 2: total energy -1050.8781 hartree. Number 3: total energy -2302.3493 hartree. Number 4: total energy -1051.2011 hartree. Number 5: total energy -5815.0744 hartree. Number 6: total energy -3526.0259 hartree. Number 7: total energy -2147.6730 hartree.